# 1
3 unconnected molecules or ions with the total composition H6O3, computed with ωB97M-V/def2-TZVPD.

Values from the calculation:
E: -229.3130 Ha
Strongest force on any atom: 0.3 eV Å⁻¹
Frontier orbital gap: 11.27 eV
Structure (SMILES): O.O.O
Highest occupied orbital energy: -10.721 eV
Energy relative to the best compared isomer or geometry (same formula, charge and spin): 0.329 eV
LUMO level: 0.0201 hartree
Net charge: 0

Structure (XYZ):
```
9
Properties=species:S:1:pos:R:3:forces:R:3:nbo_charge:R:1
O -0.5465 -0.1975 1.9124 0.00 0.30 -0.06 -0.95
H -1.1948 0.4969 1.7405 -0.05 -0.20 0.09 0.47
H -0.5167 -0.2826 2.8725 0.04 0.02 -0.12 0.48
O -0.6001 -1.2103 -1.8016 0.09 0.20 -0.07 -0.96
H 0.0398 -1.8210 -2.1805 -0.04 0.06 0.05 0.46
H -0.0981 -0.3931 -1.6423 -0.04 -0.24 0.01 0.49
O 1.0533 0.8878 -0.5922 -0.18 0.13 0.24 -0.97
H 1.2267 1.8355 -0.5698 -0.02 -0.12 -0.06 0.47
H 0.6363 0.6843 0.2610 0.19 -0.15 -0.08 0.49
```
Positions in Å, forces in eV/Å.

# 2
2 unconnected molecules or ions with the total composition C13H25NO7, computed with ωB97M-V/def2-TZVPD.

Values from the calculation:
E: -1091.6634 Ha
Strongest force on any atom: 5.0 eV Å⁻¹
Frontier orbital gap: 9.78 eV
Structure (SMILES): CCOCCOCOC[C@@H](N)CC(=O)O.O=C1CCCO1
Highest occupied orbital energy: -9.512 eV
LUMO level: 0.0097 hartree
Net charge: 0

Structure (XYZ):
```
46
Properties=species:S:1:pos:R:3:forces:R:3:nbo_charge:R:1
C -3.3791 -1.3599 4.6989 -0.28 -0.08 -1.16 -0.64
C -3.3564 -0.6689 3.2305 -0.31 -0.66 1.76 -0.07
O -4.0083 -1.6400 2.3434 1.58 1.59 -1.00 -0.55
C -3.7225 -1.2652 0.9803 0.40 0.37 -1.72 -0.09
C -2.9330 -2.4170 0.1506 0.62 0.09 1.62 -0.10
O -3.1219 -2.3189 -1.2820 0.84 1.02 1.00 -0.54
C -2.4708 -1.1641 -1.8381 -0.94 1.10 -0.97 0.22
O -1.3587 -1.4558 -2.7073 -0.60 -0.77 1.71 -0.53
C -0.3595 -2.2770 -2.0729 1.21 -0.83 -0.29 -0.10
C 0.5447 -1.5628 -0.9625 0.74 -0.89 -0.08 -0.08
N 1.9755 -1.9849 -1.2382 -0.87 0.56 -0.03 -0.85
C 0.5477 0.0322 -0.9658 0.00 0.26 1.62 -0.54
C 0.5147 0.4869 0.5921 1.43 -1.25 2.96 0.78
O 1.1341 -0.1381 1.4941 -2.09 2.37 -3.85 -0.57
O -0.1947 1.6551 1.0420 0.20 -2.16 -1.64 -0.71
H -4.4697 -1.4549 5.0145 1.51 0.25 -0.15 0.22
H -2.9780 -2.4339 4.5832 -0.45 1.75 0.22 0.22
H -2.7508 -0.7722 5.4468 -0.98 -0.80 -0.99 0.22
H -2.2628 -0.4769 2.9533 -1.53 -0.25 0.07 0.18
H -3.9738 0.3057 3.2130 1.11 -1.35 0.07 0.18
H -4.6594 -0.9632 0.3758 1.14 -0.71 1.11 0.19
H -3.0315 -0.3383 0.9282 -1.15 -1.28 0.37 0.15
H -1.8061 -2.3126 0.3870 -1.67 -0.14 -0.28 0.16
H -3.2363 -3.4383 0.5779 0.14 1.42 -1.15 0.21
H -2.1548 -0.3785 -1.0619 -0.35 -1.44 -0.59 0.13
H -3.2575 -0.6376 -2.5014 1.39 -0.93 0.85 0.19
H -0.7724 -3.2465 -1.6073 0.17 1.56 -0.74 0.19
H 0.3528 -2.6300 -2.9098 -1.17 0.82 1.20 0.22
H 0.2898 -2.0438 0.0512 -0.08 1.41 -1.25 0.20
H 2.5950 -1.4760 -0.5946 -0.35 -0.77 -0.16 0.37
H 2.0789 -3.0029 -1.1539 0.08 0.71 0.25 0.37
H -0.2805 0.5347 -1.5581 1.10 -0.78 0.69 0.24
H 1.5645 0.3954 -1.3565 -1.54 -0.47 0.41 0.27
H -1.0544 1.6646 0.5664 0.76 0.32 0.12 0.48
O 4.4135 2.6671 -3.7781 -0.59 0.10 0.63 -0.55
C 4.1827 2.9535 -2.6332 0.48 -0.01 -1.11 0.79
O 2.9329 3.1789 -2.1415 0.17 -0.21 -0.26 -0.49
C 3.0287 3.6022 -0.7765 -0.31 0.16 0.42 -0.07
C 4.3699 3.0983 -0.2964 0.31 -0.08 0.56 -0.43
C 5.2112 3.1603 -1.5541 -0.01 -0.23 0.51 -0.53
H 2.9587 4.6935 -0.7438 0.00 -0.05 -0.03 0.18
H 2.2037 3.1776 -0.2011 -0.06 0.07 -0.24 0.20
H 4.7763 3.6796 0.5328 -0.12 -0.03 -0.04 0.22
H 4.2791 2.0584 0.0335 -0.02 0.11 0.01 0.21
H 5.6743 4.1409 -1.6867 0.06 -0.10 -0.11 0.24
H 5.9642 2.3729 -1.5737 0.06 0.24 -0.29 0.25
```
Positions in Å, forces in eV/Å.

# 3
2 unconnected molecules or ions with the total composition C6H13N6, computed with ωB97M-V/def2-TZVPD.

Values from the calculation:
E: -564.5100 Ha
Strongest force on any atom: 5.2 eV Å⁻¹
Frontier orbital gap (alpha / beta): 6.40 / 6.40 eV
Highest occupied orbital energy (alpha / beta): -11.024 / -11.022 eV
Energy relative to the best compared isomer or geometry (same formula, charge and spin): 4.072 eV
LUMO level (alpha / beta): -0.1698 / -0.1700 hartree
Net charge: +1

Structure (XYZ):
```
25
Properties=species:S:1:pos:R:3:forces:R:3:nbo_charge:R:1
C -1.3200 -0.5573 -0.4678 0.52 0.25 -0.49 -0.15
C -1.9309 -0.3329 0.7657 2.91 -0.61 -0.83 0.32
C 0.0753 -0.4303 -0.2292 -3.69 -0.18 0.17 0.23
C 2.2164 -0.0631 -0.3193 1.46 0.61 4.96 0.27
C -1.9649 -0.9635 -1.7667 1.97 -0.21 -0.03 -0.62
C 1.2446 -0.7994 -2.3700 1.83 -0.63 -3.04 -0.43
N -0.9475 -0.0904 1.7460 -2.07 0.28 0.07 -0.27
N 0.1719 -0.1490 1.1275 1.12 -0.46 -3.02 0.05
N 1.4270 -0.0747 1.5629 2.84 -1.34 -3.74 -0.31
N 1.2165 -0.4181 -1.0100 -1.23 0.61 3.15 -0.32
N -3.2118 -0.5202 1.1258 -2.47 -0.09 -1.18 -0.80
N 1.9497 2.3665 2.4931 -1.33 1.13 -1.57 -1.10
H 3.2950 -0.2541 -0.4813 -0.87 0.15 0.06 0.24
H -1.6516 -0.2779 -2.5844 -0.86 -0.10 0.46 0.22
H -1.3929 -1.8948 -2.0237 -1.55 0.18 -0.02 0.21
H -3.0418 -1.0737 -1.6378 0.27 -0.20 -0.50 0.24
H 2.2436 -1.4290 -2.5539 -2.38 1.47 0.19 0.26
H 0.3548 -1.3928 -2.5371 0.32 -0.21 -0.34 0.25
H 1.1949 0.1229 -3.0562 0.25 -1.42 1.11 0.26
H 1.6724 0.7570 2.1585 -0.17 0.80 -0.23 0.43
H -4.0816 -0.5290 0.4670 2.80 0.24 1.60 0.43
H -3.3185 -0.0379 1.9778 -1.13 0.37 1.18 0.40
H 1.6069 2.5397 3.4273 0.67 0.24 0.32 0.40
H 1.2369 2.9106 1.8652 2.34 -1.15 1.29 0.39
H 2.9555 2.5914 2.3206 -1.57 0.28 0.43 0.41
```
Positions in Å, forces in eV/Å.

# 4
CH3NO2 in the gas phase, computed with ωB97M-V/def2-TZVPD.

Values from the calculation:
E: -245.0005 Ha
Strongest force on any atom: 5.2 eV Å⁻¹
Frontier orbital gap: 10.89 eV
Structure (SMILES): C[N+](=O)[O-]
Highest occupied orbital energy: -11.412 eV
Energy relative to the best compared isomer or geometry (same formula, charge and spin): 4.862 eV
LUMO level: -0.0194 hartree
Net charge: 0

Structure (XYZ):
```
7
Properties=species:S:1:pos:R:3:forces:R:3:nbo_charge:R:1
C 0.4334 -0.0554 -0.0004 -1.78 2.38 0.22 -0.50
N 1.8591 -0.2984 -0.0578 0.93 -0.06 -1.30 0.50
O 2.6517 0.6476 -0.4618 -2.21 -4.40 1.77 -0.37
O 2.0025 -1.4880 0.3176 2.74 2.46 -1.08 -0.36
H 0.3283 1.0790 -0.0368 -0.24 -1.47 0.80 0.23
H -0.1844 -0.3774 -0.8838 1.25 -0.32 0.72 0.25
H 0.1962 -0.6523 0.9295 -0.68 1.41 -1.13 0.25
```
Positions in Å, forces in eV/Å.